P.
96
Properties=species:S:1:pos:R:3 method="wB97M-V/def2-TZVPD" orbital_gap_ev=8.561 homo_ha=-0.3201 charge=0
N 2.177 8.139 -11.329
C 2.832 6.946 -11.426
N 3.494 6.726 -12.601
O 3.001 6.247 -10.439
H 1.787 8.331 -10.426
H 2.202 8.825 -12.062
H 4.038 5.882 -12.594
H 3.114 7.088 -13.456
N -3.637 10.024 -11.357
C -3.894 9.603 -12.625
N -5.214 9.304 -12.843
O -2.994 9.475 -13.446
H -4.325 9.999 -10.629
H -2.698 10.335 -11.171
H -5.559 9.387 -13.783
H -5.775 9.695 -12.103
N 1.703 11.263 -15.572
C 1.832 11.746 -16.841
N 2.855 11.200 -17.554
O 1.054 12.545 -17.341
H 1.030 11.768 -15.008
H 2.534 10.981 -15.080
H 3.013 11.562 -18.475
H 3.473 10.515 -17.164
N -1.459 7.404 -11.442
C -0.872 6.200 -11.731
N -1.173 5.806 -13.037
O -0.135 5.566 -11.007
H -2.004 7.973 -12.072
H -1.223 7.878 -10.589
H -0.689 4.991 -13.366
H -1.279 6.621 -13.624
N -3.398 8.416 -8.576
C -4.409 8.291 -7.655
N -5.107 7.135 -7.770
O -4.591 9.138 -6.790
H -3.198 7.659 -9.206
H -2.752 9.182 -8.458
H -4.588 6.411 -8.233
H -5.795 6.939 -7.066
N 1.390 14.092 -10.630
C 1.150 14.782 -9.492
N 1.430 14.157 -8.319
O 0.682 15.924 -9.505
H 1.542 14.522 -11.523
H 1.785 13.177 -10.476
H 1.062 14.600 -7.499
H 1.883 13.263 -8.269
N -0.847 12.015 -11.816
C 0.052 11.042 -11.560
N -0.168 10.310 -10.433
O 0.932 10.747 -12.382
H -1.575 12.207 -11.149
H -0.800 12.417 -12.752
H -0.692 10.667 -9.641
H 0.366 9.477 -10.280
N 2.160 8.434 -6.328
C 1.298 8.948 -7.253
N 0.396 9.860 -6.752
O 1.374 8.704 -8.442
H 2.736 7.668 -6.629
H 2.076 8.699 -5.367
H 0.012 10.450 -7.473
H 0.558 10.318 -5.872
N -2.096 13.259 -7.848
C -2.508 11.962 -7.805
N -3.120 11.614 -6.652
O -2.252 11.163 -8.713
H -1.644 13.582 -8.685
H -2.285 13.867 -7.075
H -3.278 12.336 -5.974
H -3.531 10.695 -6.498
N -1.373 15.094 -11.941
C -2.555 14.939 -11.294
N -2.693 15.726 -10.208
O -3.453 14.200 -11.696
H -1.218 14.435 -12.689
H -0.629 15.510 -11.404
H -3.465 15.569 -9.585
H -1.995 16.362 -9.861
N -3.280 13.321 -14.642
C -2.011 13.119 -15.058
N -1.885 12.811 -16.364
O -1.035 13.072 -14.310
H -3.982 13.410 -15.350
H -3.473 13.424 -13.654
H -1.044 12.508 -16.838
H -2.589 12.815 -17.085
N -0.165 8.459 -14.717
C -0.685 8.576 -16.018
N -1.737 9.443 -16.009
O -0.147 8.184 -17.030
H 0.759 8.070 -14.653
H -0.245 9.362 -14.264
H -2.257 9.676 -16.832
H -2.216 9.562 -15.126

Q.
96
Properties=species:S:1:pos:R:3 method="wB97M-V/def2-TZVPD" orbital_gap_ev=9.238 homo_ha=-0.3407 charge=0
N 5.915 -5.385 3.803
C 5.044 -4.390 3.483
N 4.448 -4.011 4.582
O 4.922 -3.758 2.422
H 6.578 -5.785 3.154
H 5.834 -5.710 4.755
H 3.877 -3.192 4.737
H 4.505 -4.571 5.420
N -5.570 -2.084 -4.166
C -6.532 -1.837 -3.316
N -7.651 -1.482 -3.848
O -6.385 -2.061 -2.099
H -5.605 -1.864 -5.151
H -4.660 -2.342 -3.810
H -7.794 -1.333 -4.837
H -8.480 -1.538 -3.273
N 4.663 -2.710 -2.724
C 5.776 -2.101 -3.080
N 6.405 -1.730 -2.020
O 6.202 -1.791 -4.211
H 4.581 -2.766 -1.719
H 4.089 -3.102 -3.456
H 6.006 -2.186 -1.212
H 7.251 -1.194 -2.148
N 6.045 7.633 -1.105
C 5.409 6.508 -0.891
N 4.338 6.364 -1.593
O 5.900 5.800 -0.055
H 5.868 8.185 -1.933
H 6.886 7.843 -0.586
H 3.820 5.498 -1.549
H 3.901 7.065 -2.174
N -6.910 -1.759 5.725
C -6.004 -1.491 4.870
N -6.373 -0.503 4.089
O -5.000 -2.149 4.673
H -7.616 -1.052 5.869
H -7.055 -2.736 5.938
H -7.374 -0.510 3.955
H -5.747 -0.582 3.300
N 0.398 -8.158 3.838
C -0.122 -7.416 4.781
N -0.091 -6.134 4.405
O -0.682 -7.826 5.752
H 0.837 -7.613 3.110
H 0.254 -9.156 3.889
H -0.601 -5.538 5.042
H 0.320 -5.751 3.566
N 4.732 1.991 2.889
C 3.734 2.266 3.713
N 3.516 3.541 3.868
O 3.082 1.442 4.337
H 4.816 1.001 2.711
H 5.113 2.661 2.237
H 4.078 4.156 3.297
H 2.924 4.030 4.524
N 1.301 0.567 -6.122
C 1.409 1.837 -6.148
N 1.391 2.359 -4.968
O 1.431 2.451 -7.217
H 1.288 0.249 -5.163
H 1.122 -0.016 -6.927
H 1.198 3.351 -4.964
H 1.683 1.884 -4.126
N -3.860 -7.535 0.286
C -4.068 -6.258 0.231
N -5.405 -6.091 0.305
O -3.215 -5.361 0.232
H -2.929 -7.790 0.585
H -4.577 -8.240 0.382
H -5.975 -6.923 0.244
H -5.602 -5.191 -0.109
N -2.876 5.633 -3.768
C -2.370 6.461 -4.537
N -2.760 6.203 -5.827
O -1.463 7.214 -4.338
H -3.595 5.110 -4.245
H -2.183 5.354 -3.088
H -3.396 5.443 -6.023
H -2.240 6.593 -6.600
N -0.029 6.312 0.766
C -0.518 6.957 1.820
N -0.662 8.284 1.593
O -0.709 6.465 2.949
H 0.235 6.971 0.048
H 0.405 5.419 0.957
H -1.338 8.677 2.232
H -0.421 8.682 0.696
N -0.126 -1.149 0.327
C -0.570 -0.080 -0.271
N -1.840 -0.109 -0.525
O 0.091 0.814 -0.545
H -0.867 -1.747 0.664
H 0.827 -1.339 0.602
H -2.419 -0.887 -0.243
H -2.183 0.745 -0.941

R.
96
Properties=species:S:1:pos:R:3 method="wB97M-V/def2-TZVPD" orbital_gap_ev=8.245 homo_ha=-0.3103 charge=0
N -1.675 -3.488 -1.393
C -2.618 -4.165 -0.865
N -2.834 -5.327 -1.413
O -3.274 -3.784 0.067
H -1.434 -2.586 -1.007
H -1.445 -3.807 -2.324
H -2.360 -5.757 -2.194
H -3.714 -5.809 -1.290
N -2.277 0.007 -3.064
C -2.299 -0.132 -4.352
N -3.492 0.210 -4.778
O -1.244 -0.365 -4.983
H -1.501 -0.338 -2.517
H -3.152 -0.074 -2.565
H -3.891 0.093 -5.698
H -4.180 0.496 -4.095
N -6.114 -1.444 -1.719
C -5.029 -0.677 -1.648
N -4.118 -1.276 -0.862
O -4.857 0.377 -2.113
H -6.140 -2.350 -1.273
H -7.021 -1.208 -2.095
H -4.254 -2.275 -0.905
H -3.231 -0.798 -0.779
N -2.658 2.958 -0.898
C -3.804 3.042 -1.379
N -3.833 2.976 -2.690
O -4.793 3.422 -0.703
H -2.728 3.024 0.108
H -1.770 2.769 -1.341
H -4.634 3.419 -3.116
H -3.084 2.585 -3.244
N 4.305 4.869 -0.801
C 3.011 4.446 -0.715
N 2.993 3.166 -1.025
O 2.100 5.160 -0.427
H 5.042 4.191 -0.670
H 4.503 5.827 -0.549
H 3.834 2.644 -1.224
H 2.084 2.728 -1.074
N 3.078 -2.057 0.027
C 3.865 -1.240 -0.551
N 5.082 -1.487 -0.394
O 3.556 -0.274 -1.101
H 2.169 -2.207 -0.389
H 3.521 -2.739 0.625
H 5.648 -0.737 -0.764
H 5.381 -2.430 -0.187
N -3.404 2.651 2.769
C -3.439 1.437 2.264
N -2.309 0.804 2.280
O -4.519 0.959 1.824
H -4.257 3.191 2.740
H -2.478 3.020 2.931
H -2.313 -0.171 2.018
H -1.473 1.275 2.597
N 0.434 -1.195 1.155
C -0.035 -0.338 0.325
N 0.689 0.727 0.313
O -0.981 -0.527 -0.288
H -0.109 -2.020 1.367
H 1.275 -0.965 1.666
H 0.255 1.373 -0.331
H 1.567 0.294 0.066
N -0.982 -3.727 2.732
C 0.150 -4.365 3.033
N 0.686 -3.925 4.074
O 0.821 -5.113 2.351
H -1.601 -4.235 2.116
H -1.402 -3.254 3.519
H 1.662 -4.151 4.201
H 0.102 -3.453 4.751
N 5.857 1.413 2.248
C 4.723 1.193 2.894
N 3.655 1.595 2.287
O 4.759 0.687 4.009
H 6.563 0.831 2.675
H 5.936 1.726 1.291
H 3.688 1.814 1.301
H 2.957 1.820 2.981
N 0.245 4.489 -2.855
C -0.055 3.244 -2.768
N -0.557 2.892 -3.891
O 0.272 2.594 -1.857
H 0.686 4.852 -2.023
H 0.102 5.129 -3.623
H -0.478 3.569 -4.637
H -1.056 2.039 -4.100
N 3.155 -1.952 3.974
C 4.145 -2.815 3.966
N 5.272 -2.121 4.091
O 4.128 -3.971 3.803
H 3.370 -0.966 3.974
H 2.195 -2.126 3.713
H 5.268 -1.131 4.291
H 6.117 -2.674 4.131

Which is most stable? The ranking, best first, is P, R, Q.

P.
21
Properties=species:S:1:pos:R:3 method="wB97M-V/def2-TZVPD" orbital_gap_ev=10.796 homo_ha=-0.3822 charge=0
C -1.477 -0.163 1.405
C 0.051 -0.287 1.282
C 0.686 0.946 0.680
O 0.428 -1.376 0.435
H -1.899 -1.090 1.024
H -1.874 0.631 0.773
H -1.849 -0.143 2.423
H 0.439 -0.548 2.272
H 0.309 1.785 1.215
H 0.367 1.006 -0.348
H 1.767 0.946 0.811
H -0.061 -2.185 0.615
O 2.130 2.784 -4.493
H 2.573 3.393 -3.895
H 1.734 2.118 -3.921
O -3.265 -2.748 2.298
H -3.727 -2.398 3.068
H -2.478 -3.139 2.696
O 2.433 0.200 -2.940
H 2.117 0.280 -2.029
H 1.596 -0.010 -3.370

Q.
21
Properties=species:S:1:pos:R:3 method="wB97M-V/def2-TZVPD" orbital_gap_ev=9.818 homo_ha=-0.3487 charge=0
C -1.464 0.793 -2.386
C -0.416 0.919 -1.513
C -0.267 2.006 -0.495
H -1.433 0.019 -3.163
H -2.280 1.428 -2.278
H 0.569 0.425 -1.676
H -0.258 2.995 -1.193
H -1.047 1.921 0.238
H 0.807 1.811 -0.110
O -4.207 -2.171 -4.390
H -3.745 -1.872 -5.189
H -4.294 -1.432 -3.771
O 3.136 1.715 1.737
H 3.629 0.880 1.546
H 3.788 2.358 1.965
O 2.160 -3.070 2.992
H 2.621 -3.243 2.202
H 1.691 -2.257 2.865
O 0.431 0.166 3.242
H 1.009 0.933 3.520
H -0.337 0.619 2.759

R.
21
Properties=species:S:1:pos:R:3 method="wB97M-V/def2-TZVPD" orbital_gap_ev=10.715 homo_ha=-0.3765 charge=0
C 1.536 -1.803 4.047
O 1.921 -0.804 3.115
H 1.853 -2.808 3.766
H 1.834 -1.448 5.033
H 0.447 -1.827 4.059
H 2.838 -0.551 3.240
C -3.093 -1.196 -2.645
O -3.914 -0.622 -1.632
H -3.838 -1.528 -3.369
H -2.426 -0.513 -3.171
H -2.486 -2.020 -2.269
H -3.348 -0.256 -0.949
C 2.247 2.076 -1.954
O 0.960 2.589 -2.236
H 2.926 2.687 -1.360
H 2.004 1.190 -1.368
H 2.776 1.701 -2.831
H 0.710 2.222 -3.087
O -1.337 0.863 1.329
H -0.486 0.575 1.659
H -1.126 1.475 0.623

Which is most stable? The ranking, best first, is P, Q, R.

P.
28
Properties=species:S:1:pos:R:3 method="wB97M-V/def2-TZVPD" orbital_gap_ev=10.139 homo_ha=-0.3904 charge=0
Xe 0.036 0.266 -0.481
O -3.566 -1.309 -2.297
H -3.456 -2.188 -2.660
H -3.283 -1.388 -1.386
O -2.839 -1.875 0.323
H -2.551 -2.765 0.120
H -2.467 -1.693 1.186
O -2.388 1.362 1.894
H -2.001 1.994 2.500
H -2.159 0.508 2.260
O -2.472 3.022 -0.516
H -3.404 3.226 -0.590
H -2.421 2.392 0.203
O 3.276 -2.374 1.625
H 2.644 -2.416 0.908
H 2.895 -1.753 2.245
O 3.318 -0.028 -2.494
H 3.282 0.924 -2.585
H 4.068 -0.187 -1.921
O 3.542 0.962 1.362
H 2.937 0.248 1.561
H 4.090 0.622 0.655
O 1.506 -3.331 -0.327
H 1.217 -2.889 -1.125
H 0.837 -3.997 -0.166
O -0.185 4.600 -0.193
H -0.965 4.046 -0.229
H 0.507 4.020 0.126

Q.
28
Properties=species:S:1:pos:R:3 method="wB97M-V/def2-TZVPD" orbital_gap_ev=10.675 homo_ha=-0.3913 charge=0
Xe -8.380 9.249 13.810
O -10.142 5.602 12.536
H -10.895 5.559 11.946
H -10.250 6.430 13.004
O -4.255 8.593 12.921
H -4.512 8.896 13.791
H -4.379 7.644 12.951
O -11.671 7.589 13.649
H -11.526 6.854 14.245
H -12.110 7.200 12.892
O -7.853 12.660 15.639
H -8.356 12.500 14.840
H -8.283 12.122 16.304
O -9.240 8.262 10.496
H -9.155 7.622 9.790
H -8.343 8.545 10.673
O -10.445 11.201 10.734
H -9.830 10.468 10.690
H -10.650 11.398 9.820
O -9.196 12.694 13.171
H -9.988 13.185 13.391
H -9.513 11.935 12.681
O -6.384 8.193 10.624
H -6.776 7.376 10.935
H -5.556 8.258 11.100
O -11.649 9.189 16.321
H -12.037 10.052 16.180
H -11.404 8.890 15.445

Which is most stable? The ranking, best first, is Q, P.

P.
10
Properties=species:S:1:pos:R:3 method="wB97M-V/def2-TZVPD" orbital_gap_ev="7.200 / 7.210" homo_ha="-0.3149 / -0.3151" charge=0
C 0.253 0.537 -2.553
C 0.324 -1.075 0.795
C -0.059 -0.057 1.769
S 0.262 0.369 -0.876
Cl -1.723 -0.081 2.381
H 0.182 -0.319 -3.246
H 0.673 1.492 -2.929
H -0.492 -1.566 0.396
H 0.089 0.939 1.480
H 0.491 -0.239 2.783

Q.
10
Properties=species:S:1:pos:R:3 method="wB97M-V/def2-TZVPD" orbital_gap_ev=8.877 homo_ha=-0.3234 charge=0
C 1.279 -1.448 0.657
C 1.273 -0.167 0.409
C -1.570 0.954 -0.605
S -0.669 0.924 0.963
Cl 2.383 0.868 -0.280
H 2.140 -2.061 0.426
H 0.434 -1.931 1.113
H -1.476 1.933 -1.065
H -2.610 0.751 -0.362
H -1.183 0.178 -1.254

Which is most stable? The ranking, best first, is Q, P.

P.
8
Properties=species:S:1:pos:R:3 method="wB97M-V/def2-TZVPD" orbital_gap_ev="9.224 / 6.339" homo_ha="-0.3795 / -0.3534" charge=0
C -0.576 -0.765 0.557
Si 1.076 -0.147 -0.223
Cl 2.137 -1.654 -0.974
Cl 2.046 0.626 1.306
Cl 0.662 1.343 -1.668
I -3.279 2.494 -0.540
H -0.814 -0.595 1.562
H -1.254 -1.301 -0.019

Q.
8
Properties=species:S:1:pos:R:3 method="wB97M-V/def2-TZVPD" orbital_gap_ev="8.146 / 8.298" homo_ha="-0.3608 / -0.3489" charge=0
C -0.025 -0.957 0.021
Si -0.036 0.915 -0.184
Cl -2.075 1.418 -0.044
Cl 0.823 1.691 -1.819
Cl 0.958 1.694 1.395
I 1.580 -1.995 -0.809
H -0.340 -1.443 2.010
H -0.886 -1.322 -0.570

Which is most stable? The ranking, best first, is P, Q.

P.
11
Properties=species:S:1:pos:R:3 method="wB97M-V/def2-TZVPD" orbital_gap_ev="7.642 / 7.845" homo_ha="-0.2941 / -0.2948" spin_multiplicity=2 charge=0
O 1.347 -1.241 0.433
C 2.165 -0.455 -0.290
C 1.595 0.836 -0.809
O 0.441 1.201 -0.637
Ag -0.705 -0.445 0.665
H 2.590 -0.920 -1.225
H 3.101 -0.109 0.232
H 2.302 1.484 -1.377
C -3.284 -0.242 0.820
O -4.530 -0.266 0.724
H -5.023 0.156 1.463

Q.
11
Properties=species:S:1:pos:R:3 method="wB97M-V/def2-TZVPD" orbital_gap_ev="5.853 / 6.910" homo_ha="-0.2901 / -0.3290" spin_multiplicity=2 charge=0
O 2.223 1.201 -0.094
C 1.411 0.253 -0.220
O 1.754 -0.954 -0.224
O 0.117 0.594 -0.352
C -0.870 -0.253 0.214
C -2.202 0.254 -0.079
H -0.726 -1.286 -0.151
H -3.015 -0.457 -0.218
H -2.362 1.312 -0.286
Ag 4.342 -0.274 0.012
H -0.673 -0.389 1.399

Which is most stable? The ranking, best first, is Q, P.

P.
15
Properties=species:S:1:pos:R:3 method="wB97M-V/def2-TZVPD" orbital_gap_ev=8.764 homo_ha=-0.1626 charge=-1
N -1.207 -1.576 0.543
C -0.505 -0.991 1.678
N 0.938 -0.923 1.415
H -0.865 -1.096 -0.281
H -2.220 -1.483 0.592
H -0.900 0.000 1.845
H -0.656 -1.677 2.507
H 1.131 -1.809 0.913
H 1.184 -0.126 0.788
N 0.340 2.211 -2.058
C 0.576 1.126 -1.190
O -0.102 0.090 -1.446
O 1.512 1.229 -0.361
H 0.990 3.009 -2.037
H -0.216 2.017 -2.910

Q.
15
Properties=species:S:1:pos:R:3 method="wB97M-V/def2-TZVPD" orbital_gap_ev=7.924 homo_ha=-0.1360 charge=-1
N -1.887 -0.627 -2.781
C -1.969 -1.008 -1.326
O -1.098 -0.275 -0.603
H -0.897 -0.490 -2.945
H -2.216 -1.367 -3.395
H -3.018 -0.811 -1.022
H -1.813 -2.112 -1.266
N 0.697 -0.633 1.287
C 1.422 0.514 1.368
N 0.905 1.555 0.596
O 2.419 0.687 2.071
H -0.101 -0.681 0.597
H 0.974 -1.388 1.880
H 1.618 2.197 0.315
H 0.201 1.298 -0.100

Which is most stable? The ranking, best first, is P, Q.